Computed, not measured: a 2-piece molecular cluster, C6H8N2S overall, with ωB97M-V with the def2-TZVPD basis set.

CARTESIAN COORDINATES (ANGSTROEM)
C1 -2.194 0.289 -0.795
C2 -2.054 -1.543 0.400
C3 -0.937 0.312 -0.234
C4 2.375 1.122 0.855
C5 1.853 1.162 -0.576
C6 2.574 0.022 -0.096
N1 -0.912 -0.859 0.494
N2 -2.862 -0.846 -0.395
S1 3.122 -1.479 -0.278
H1 -2.658 0.997 -1.451
H2 -2.292 -2.473 0.873
H3 3.227 1.717 1.153
H4 1.639 1.011 1.641
H5 0.748 1.021 -0.656
H6 2.285 1.822 -1.309
H7 -3.803 -1.108 -0.648
H8 -0.111 -1.166 1.020

Calculated values
E_LUMO: 0.4 eV
HOMO level: -7.676 eV
total charge: 0
orbital gap: 8.05 eV


Computed, not measured: C35H54N9O2Si2TeTi as an isolated structure, with ωB97M-V with the def2-TZVPD basis set.

CARTESIAN COORDINATES (ANGSTROEM)
Ti1 -0.824 1.106 -0.036
C1 -3.811 0.305 0.751
C2 -2.881 -0.748 1.371
N1 -1.586 -0.110 1.714
C3 -1.725 0.714 2.953
C4 -0.942 2.021 2.922
N2 -0.931 2.652 1.579
C5 -2.091 3.551 1.354
C6 -3.347 2.732 1.073
N3 -3.052 1.502 0.289
H1 -4.565 0.626 1.468
H2 -4.346 -0.121 -0.095
H3 -2.678 -1.557 0.676
H4 -3.334 -1.190 2.260
H5 -0.932 -0.873 1.879
H6 -1.413 0.132 3.823
H7 -2.785 0.915 3.091
H8 0.091 1.845 3.189
H9 -1.359 2.707 3.664
H10 -0.093 3.229 1.535
H11 -1.840 4.208 0.526
H12 -2.257 4.182 2.229
H13 -4.095 3.346 0.568
H14 -3.799 2.434 2.016
H15 -3.300 1.626 -0.698
N4 1.679 1.494 -3.483
C7 2.420 0.418 -3.044
C8 1.898 0.075 -1.840
N5 0.853 0.933 -1.533
C9 0.749 1.753 -2.557
C10 -0.358 2.695 -2.583
N6 -1.195 2.723 -1.565
C11 -2.187 3.613 -1.934
C12 -1.921 4.118 -3.163
N7 -0.747 3.518 -3.562
H16 1.813 1.971 -4.360
H17 3.216 -0.012 -3.625
H18 2.164 -0.761 -1.216
H19 -3.038 3.836 -1.318
H20 -2.449 4.828 -3.774
H21 -0.290 3.670 -4.447
C13 5.091 3.830 1.202
Si1 3.393 3.138 1.425
C14 2.246 3.891 0.158
C15 2.777 3.509 3.135
C16 3.486 1.290 1.110
Te1 1.752 0.078 1.423
C17 1.939 -0.011 3.543
Si2 2.158 -1.814 4.086
C18 3.743 -2.454 3.382
C19 0.693 -2.731 3.389
C20 2.133 -1.826 5.932
H22 5.085 4.920 1.277
H23 5.509 3.563 0.228
H24 5.768 3.451 1.972
H25 1.967 4.911 0.437
H26 1.334 3.307 0.018
H27 2.746 3.943 -0.815
H28 2.755 4.593 3.279
H29 3.450 3.099 3.893
H30 1.776 3.124 3.342
H31 4.242 0.807 1.735
H32 3.785 1.120 0.072
H33 1.067 0.407 4.046
H34 2.795 0.618 3.790
H35 3.770 -2.315 2.298
H36 3.863 -3.521 3.580
H37 4.604 -1.939 3.818
H38 0.672 -2.686 2.293
H39 -0.250 -2.334 3.784
H40 0.730 -3.788 3.662
H41 2.944 -1.220 6.343
H42 2.247 -2.839 6.326
H43 1.187 -1.429 6.309
O1 -3.350 0.684 -2.447
C21 -2.608 -0.265 -2.243
N8 -2.610 -1.450 -2.892
C22 -1.539 -2.346 -2.467
C23 -1.007 -1.529 -1.278
O2 -0.150 -1.881 -0.487
N9 -1.610 -0.299 -1.256
C24 -2.076 -3.722 -2.101
C25 -1.745 -4.383 -0.925
C26 -2.265 -5.649 -0.669
C27 -3.108 -6.262 -1.582
C28 -3.429 -5.609 -2.765
C29 -2.913 -4.351 -3.021
C30 -0.393 -2.399 -3.488
C31 -0.233 -1.384 -4.427
C32 0.822 -1.421 -5.332
C33 1.738 -2.463 -5.292
C34 1.590 -3.469 -4.344
C35 0.528 -3.440 -3.451
H44 -3.208 -1.615 -3.683
H45 -1.070 -3.926 -0.213
H46 -2.001 -6.158 0.249
H47 -3.509 -7.246 -1.379
H48 -4.075 -6.083 -3.492
H49 -3.157 -3.870 -3.963
H50 -0.952 -0.574 -4.482
H51 0.912 -0.650 -6.087
H52 2.549 -2.506 -6.008
H53 2.292 -4.292 -4.312
H54 0.411 -4.238 -2.727

Calculated values
E_LUMO (alpha / beta): -5.5 / -5.3 eV
HOMO level (alpha / beta): -12.994 / -13.113 eV
total charge: +2
expectation value of S²: 0.75
spin multiplicity: 2
orbital gap (alpha / beta): 7.51 / 7.79 eV


Computed, not measured: C20H16B3MgNO31 as an isolated structure in a non-equilibrium geometry, with ωB97M-V with the def2-TZVPD basis set.

CARTESIAN COORDINATES (ANGSTROEM)
Mg1 -1.002 -0.379 -0.757
O1 8.501 -0.866 -3.700
C1 7.744 -1.732 -3.258
O2 6.873 -1.686 -2.370
B1 5.999 -2.874 -2.293
O3 6.673 -3.792 -3.271
C2 7.555 -3.135 -3.919
O4 8.210 -3.580 -4.890
O5 4.604 -2.540 -2.637
C3 3.828 -2.919 -1.707
O6 2.650 -2.549 -1.531
C4 4.676 -3.614 -0.555
O7 5.981 -3.542 -0.981
O8 4.314 -4.077 0.576
O9 9.218 3.229 -1.113
C5 8.091 3.770 -1.257
O10 7.116 3.696 -0.384
B2 5.885 4.150 -1.081
O11 6.347 4.915 -2.310
C6 7.651 4.679 -2.400
O12 8.417 5.146 -3.208
O13 4.959 3.010 -1.428
C7 3.840 3.091 -0.659
O14 2.864 2.349 -0.619
C8 3.900 4.538 -0.034
O15 5.117 5.022 -0.165
O16 2.946 4.991 0.582
O17 -4.887 -3.020 -0.622
C9 -5.745 -3.930 -0.706
O18 -6.380 -4.531 0.286
B3 -7.433 -5.379 -0.278
O19 -7.133 -5.451 -1.707
C10 -6.300 -4.522 -2.043
O20 -5.934 -4.208 -3.173
O21 -8.729 -4.839 0.001
C11 -9.392 -5.720 0.978
O22 -10.441 -5.481 1.460
C12 -8.572 -6.906 1.118
O23 -7.440 -6.698 0.370
O24 -8.775 -7.902 1.813
N1 -1.536 0.056 -5.347
O25 -1.342 0.043 -4.166
O26 -1.302 0.990 -6.134
O27 -1.978 -0.972 -5.859
O28 -2.723 3.025 -0.044
C13 -2.919 4.191 -0.426
O29 -3.815 4.980 0.126
C14 -4.606 4.591 1.260
C15 -3.825 4.850 2.522
C16 -2.115 4.897 -1.495
H1 -5.032 3.589 1.200
H2 -5.449 5.279 1.204
H3 -3.440 5.863 2.639
H4 -3.097 4.056 2.690
H5 -4.422 4.895 3.432
H6 -1.073 4.669 -1.273
H7 -2.305 5.969 -1.528
H8 -2.434 4.610 -2.498
O30 -0.801 -0.864 2.801
C17 -0.718 -1.640 3.748
O31 -0.243 -1.267 5.002
C18 -0.151 0.102 5.365
C19 1.147 0.798 4.869
C20 -1.109 -3.072 3.567
H9 -0.424 0.302 6.401
H10 -0.916 0.737 4.919
H11 1.277 1.795 5.290
H12 1.116 0.859 3.781
H13 2.085 0.314 5.140
H14 -1.226 -3.331 2.515
H15 -2.021 -3.286 4.123
H16 -0.396 -3.745 4.045

Calculated values
E_LUMO: -3.3 eV
HOMO level: -5.576 eV
total charge: -2
orbital gap: 2.31 eV


Computed, not measured: one molecule with the formula C6H5ClFNO2 in a non-equilibrium geometry, with ωB97M-V with the def2-TZVPD basis set.

CARTESIAN COORDINATES (ANGSTROEM)
O1 -0.207 2.050 -0.207
N1 0.225 1.761 -1.320
O2 0.224 2.581 -2.194
C1 0.942 0.555 -1.468
F1 1.053 0.377 -2.849
C2 1.378 -0.463 -0.679
C3 1.248 -0.418 0.737
C4 0.177 -0.334 1.531
C5 -1.227 -0.269 1.341
C6 -1.778 -0.934 0.312
Cl1 -3.503 -1.086 0.176
H1 1.894 -1.353 -1.045
H2 2.216 -0.715 1.289
H3 0.395 -0.310 2.653
H4 -1.749 0.041 2.129
H5 -1.288 -1.483 -0.406

Calculated values
E_LUMO: -1.2 eV
SMILES: O=[N+]([O-])\C(F)=C/C=C\C=C\Cl
HOMO level: -9.071 eV
total charge: 0
orbital gap: 7.83 eV